Run i
C4H9N as an isolated structure. Source: the Open Molecules 2025 dataset; level of theory: ωB97M-V with the def2-TZVPD basis set.

Each line ends with the Löwdin charge.
Cartesian coordinates (Å):
1 C -0.71538 -1.37768 -0.23338  -0.14
2 C -0.77249 -0.68255 1.55972  -0.10
3 C 1.21904 1.61757 -1.29760  -0.08
4 C 0.50498 0.55923 -0.53145  -0.23
5 N -0.19799 -0.36480 -1.03008  -0.05
6 H -0.07951 -2.26146 -0.18023  0.09
7 H -1.74580 -1.62804 -0.48364  0.09
8 H 0.33172 0.44906 0.69540  0.11
9 H -1.77757 -0.25710 1.56820  0.04
10 H -0.16239 -0.10242 2.25912  0.03
11 H -0.82085 -1.63330 2.09518  0.03
12 H 1.12193 1.47728 -2.37629  0.08
13 H 0.81657 2.59497 -1.01930  0.07
14 H 2.27773 1.60924 -1.02564  0.07

The total charge is 0. As for the gap between HOMO and LUMO: 10.1 eV.

***

Run ii
A 2-piece molecular cluster, C4H9N overall. Source: the Open Molecules 2025 dataset; level of theory: ωB97M-V with the def2-TZVPD basis set.

Each line ends with the Löwdin charge.
Cartesian coordinates (Å):
1 C 1.10074 3.16674 1.97413  -0.08
2 N 0.88260 2.23566 1.15754  -0.09
3 C -0.29769 1.44905 1.36447  -0.18
4 H 1.88687 3.87689 1.75370  0.06
5 H 0.44391 3.23334 2.84815  0.08
6 H -0.80680 0.96790 0.53063  0.06
7 H -1.13581 2.07120 1.71414  0.07
8 H -0.28075 0.65432 2.11722  0.08
9 C -0.93543 -2.88827 -2.47761  -0.09
10 C 0.32996 -2.80361 -2.03301  -0.09
11 H -1.74454 -3.29746 -1.88939  0.05
12 H -1.05735 -2.80732 -3.55605  0.04
13 H 0.46106 -2.54244 -0.98678  0.04
14 H 1.15322 -3.31602 -2.51713  0.05

The total charge is 0. As for the gap between HOMO and LUMO: 10.3 eV.

***

Run iii
One molecule with the formula C4H9N. Source: the Open Molecules 2025 dataset; level of theory: ωB97M-V with the def2-TZVPD basis set.

Each line ends with the Löwdin charge.
Cartesian coordinates (Å):
1 C -0.82049 -0.37785 2.14247  -0.09
2 N 0.38827 -0.15181 1.90832  -0.04
3 C 0.85455 0.24429 0.58469  -0.24
4 C 0.06842 -0.40683 -0.56695  -0.26
5 C -0.01504 0.46787 -1.84154  -0.13
6 H -1.73177 -0.23040 1.53647  0.08
7 H -1.09052 -0.57618 3.18197  0.06
8 H 0.89580 1.32568 0.56687  0.11
9 H 1.93277 -0.04854 0.46351  0.12
10 H 0.55750 -1.32490 -0.95851  0.11
11 H -0.87933 -0.87868 -0.37144  0.08
12 H -0.76133 1.28760 -1.72989  0.08
13 H 0.97189 0.76448 -2.22462  0.07
14 H -0.37072 -0.09472 -2.69135  0.05

The total charge is 0. As for the gap between HOMO and LUMO: 10.4 eV.

***

Run iv
C4H9N as an isolated structure. Source: the Open Molecules 2025 dataset; level of theory: ωB97M-V with the def2-TZVPD basis set.

Each line ends with the Löwdin charge.
Cartesian coordinates (Å):
1 C -1.74881 -0.28609 -0.56990  -0.08
2 C -0.60052 0.61542 -0.21687  -0.16
3 C 0.65879 0.09632 0.12226  -0.49
4 C 0.91851 -1.27908 0.29756  -0.12
5 N 1.51746 1.08108 0.59522  0.11
6 H -1.26788 -1.16957 -0.95369  0.06
7 H -2.41342 0.13412 -1.32825  0.08
8 H -2.34043 -0.50806 0.31615  0.08
9 H -0.73540 1.67903 -0.07167  0.12
10 H 0.17528 0.56338 -1.12967  0.20
11 H 0.86032 -1.75104 1.25960  0.00
12 H 1.55086 -1.72936 -0.46732  0.00
13 H 1.11155 1.87132 1.07778  0.09
14 H 2.31369 0.68254 1.06879  0.10

The total charge is 0. As for the gap between HOMO and LUMO: 6.6 eV.

***

Verdict on stability: run iv comes out at the bottom.

***

Run i
C4H9N as an isolated structure. Source: the Open Molecules 2025 dataset; level of theory: ωB97M-V with the def2-TZVPD basis set.

Each line ends with the Löwdin charge.
Cartesian coordinates (Å):
1 C 2.35693 0.35638 -0.32070  -0.03
2 C 1.01914 0.65894 0.24856  -0.22
3 C -0.18750 0.33292 -0.44367  -0.21
4 N -1.32369 0.14195 0.44685  -0.16
5 C -2.06238 -1.10573 0.19020  -0.15
6 H 3.25056 0.60209 0.22549  0.07
7 H 2.35685 -0.30305 -1.17042  0.07
8 H 1.63795 1.31285 -0.71632  0.14
9 H 0.98762 1.08557 1.25257  0.12
10 H -0.39797 1.11270 -1.18124  0.10
11 H -0.82259 -0.03965 1.31821  0.07
12 H -2.66273 -0.89358 -0.70278  0.07
13 H -2.73612 -1.34496 1.00694  0.07
14 H -1.41607 -1.91643 -0.15368  0.06

The total charge is 0. As for the gap between HOMO and LUMO: 7.5 eV.

***

Run ii
One molecule with the formula C4H9N. Source: the Open Molecules 2025 dataset; level of theory: ωB97M-V with the def2-TZVPD basis set.

Each line ends with the Löwdin charge.
Cartesian coordinates (Å):
1 C 2.23030 0.39401 -0.07743  -0.02
2 C 1.20036 -0.38532 -0.46412  -0.20
3 C 0.01513 -0.64028 0.34227  -0.36
4 N -1.21644 -0.64434 -0.39530  -0.14
5 C -1.75958 0.71795 -0.19855  -0.14
6 H 3.30004 0.45986 -0.66427  0.10
7 H 2.32959 0.90366 0.89826  0.05
8 H 1.18735 -0.95427 -1.38466  0.10
9 H 0.13043 -0.07424 1.36527  0.14
10 H -0.18751 -1.69909 0.63465  0.12
11 H -1.78698 -1.35129 0.17283  0.13
12 H -1.44384 0.91776 0.87301  0.07
13 H -1.12241 1.39340 -0.65775  0.04
14 H -2.87642 0.96219 -0.44421  0.11

The total charge is 0. As for the gap between HOMO and LUMO: 10.5 eV.

***

Run iii
C4H9N as an isolated structure. Source: the Open Molecules 2025 dataset; level of theory: ωB97M-V with the def2-TZVPD basis set.

Each line ends with the Löwdin charge.
Cartesian coordinates (Å):
1 C -0.25999 -1.33443 -1.53570  -0.14
2 C -0.27786 -0.85515 -0.10487  -0.16
3 C 0.99311 -0.16410 0.25751  -0.26
4 N 0.08468 0.96754 0.03885  -0.11
5 C -0.42827 1.44289 1.34225  -0.12
6 H 0.33030 -2.25743 -1.46516  0.08
7 H -1.25978 -1.60813 -1.88203  0.06
8 H 0.22941 -0.70228 -2.29121  0.08
9 H -0.90260 0.31063 -0.16365  0.11
10 H 1.80290 -0.19638 -0.47918  0.11
11 H 1.37044 -0.26318 1.27740  0.10
12 H -0.97352 0.62614 1.83130  0.08
13 H 0.39246 1.74520 1.99497  0.08
14 H -1.10129 2.28868 1.17952  0.08

The total charge is 0. As for the gap between HOMO and LUMO: 9.7 eV.

***

Verdict on stability: run i comes out at the bottom.

***

Run i
One molecule with the formula C4H9N. Source: the Open Molecules 2025 dataset; level of theory: ωB97M-V with the def2-TZVPD basis set.

Each line ends with the Löwdin charge.
Cartesian coordinates (Å):
1 C 2.04584 0.29514 -0.01050  -0.14
2 N 0.86369 -0.75695 -0.05736  -0.12
3 C -0.30633 -0.05702 0.42205  -0.47
4 C -1.65136 -0.58506 -0.07504  -0.08
5 C -1.25483 0.94451 -0.19974  -0.07
6 H 2.57948 0.02017 0.98509  0.08
7 H 2.71487 0.10040 -0.94044  0.07
8 H 1.50584 1.46797 -0.05071  0.13
9 H 0.74777 -0.70908 -1.22324  0.16
10 H -0.09464 0.06700 1.44844  0.11
11 H -2.24538 -1.16705 0.60102  0.08
12 H -1.51620 -1.09446 -1.00543  0.07
13 H -1.17094 1.58906 -1.00304  0.06
14 H -1.56658 1.43920 0.76920  0.11

The total charge is 0. As for the gap between HOMO and LUMO: 10.2 eV.

***

Run ii
A 2-piece molecular cluster, C4H9N overall. Source: the Open Molecules 2025 dataset; level of theory: ωB97M-V with the def2-TZVPD basis set.

Each line ends with the Löwdin charge.
Cartesian coordinates (Å):
1 C -0.35119 -1.01492 -1.34306  -0.08
2 N -0.43510 -1.32210 -0.12200  -0.09
3 C -1.72488 -1.40667 0.48818  -0.17
4 H 0.57584 -0.61112 -1.73985  0.06
5 H -1.26524 -0.87512 -1.92692  0.07
6 H -2.57839 -1.67715 -0.15807  0.08
7 H -2.01414 -0.39815 0.81104  0.08
8 H -1.70956 -2.05465 1.35667  0.07
9 C 0.91183 2.30396 0.43980  -0.09
10 C 1.91883 1.44735 0.54830  -0.08
11 H 0.49082 2.91325 1.22738  0.04
12 H 0.42196 2.41151 -0.52033  0.04
13 H 2.45589 1.29715 1.47364  0.04
14 H 2.16141 0.84467 -0.31625  0.03

The total charge is 0. As for the gap between HOMO and LUMO: 10.6 eV.

***

Run iii
One molecule with the formula C4H9N. Source: the Open Molecules 2025 dataset; level of theory: ωB97M-V with the def2-TZVPD basis set.

Each line ends with the Löwdin charge.
Cartesian coordinates (Å):
1 C -2.44302 -0.22908 -0.13597  -0.02
2 C -1.16093 -0.49828 0.03963  -0.20
3 C -0.13106 0.54254 0.34247  -0.23
4 C 1.22294 0.46500 -0.37568  -0.29
5 N 1.93294 -0.75971 0.06127  -0.01
6 H -2.85946 0.78375 -0.12048  0.06
7 H -3.12278 -1.07174 -0.36271  0.06
8 H -0.88361 -1.53220 0.08494  0.09
9 H -0.58782 1.52679 0.22022  0.10
10 H 0.17393 0.51615 1.42433  0.12
11 H 1.76022 1.39382 -0.17458  0.10
12 H 1.05949 0.43386 -1.46677  0.11
13 H 2.74444 -0.93165 -0.52386  0.06
14 H 2.29473 -0.63923 0.98719  0.05

The total charge is 0. As for the gap between HOMO and LUMO: 10.5 eV.

***

Verdict on stability: run i comes out at the bottom.